1.
A molecular structure, C44H52IrN5O6P, computed with ωB97M-V/def2-TZVPD.

Structure (XYZ):
```
109
Properties=species:S:1:pos:R:3:forces:R:3
Ir 0.103 -0.669 0.593 -0.3 -0.3 0.0
O 0.907 3.827 -0.616 -0.2 0.1 -0.2
C 0.467 4.351 0.530 -0.1 0.0 0.3
C 0.240 5.729 0.570 0.1 0.0 -0.1
C -0.175 6.336 1.735 0.0 0.0 0.0
C -0.349 5.592 2.902 -0.1 0.1 0.1
C -0.136 4.233 2.876 0.0 0.0 -0.1
C 0.247 3.584 1.695 -0.1 0.0 -0.1
C 0.377 2.121 1.653 0.4 0.1 -0.4
O 0.745 1.548 0.591 -0.3 -0.1 0.2
N 0.158 1.455 2.808 -0.1 0.0 0.7
N 0.328 0.151 2.700 0.1 0.1 -1.2
C 0.420 -0.493 3.838 0.0 -0.4 0.7
C 0.715 -1.856 4.023 -0.1 0.3 -0.4
C 0.868 -2.298 5.362 0.1 -0.3 0.4
C 1.269 -3.563 5.669 -0.1 0.3 0.2
C 1.526 -4.485 4.625 0.0 0.0 -0.3
C 1.357 -4.124 3.324 0.1 -0.2 0.1
C 0.964 -2.796 2.949 -0.1 0.1 -0.2
O 0.882 -2.516 1.718 0.2 0.0 0.1
H 0.843 2.853 -0.534 0.1 0.0 0.0
H 0.395 6.290 -0.343 0.0 0.0 0.0
H -0.370 7.401 1.742 0.0 0.0 0.0
H -0.659 6.080 3.817 0.0 0.0 0.0
H -0.260 3.636 3.768 -0.1 0.0 0.0
H 0.319 0.104 4.745 0.0 0.1 -0.1
H 0.673 -1.594 6.163 0.0 0.0 0.0
H 1.398 -3.858 6.701 0.0 0.0 0.0
H 1.866 -5.485 4.863 0.0 0.0 0.0
H 1.541 -4.823 2.518 0.0 0.0 0.0
C -2.025 -4.686 -1.969 0.0 0.1 0.0
C -1.272 -3.944 -0.866 0.2 0.0 0.2
C -0.142 -4.808 -0.295 -0.1 0.1 0.0
P -0.623 -2.231 -1.233 0.0 0.1 -0.3
C -1.729 -1.614 -2.591 0.1 0.1 0.2
C -1.214 -0.272 -3.110 0.0 -0.1 0.0
C -3.168 -1.497 -2.088 0.1 0.0 0.1
C 0.948 -2.447 -2.137 0.0 0.1 0.2
C 1.104 -3.344 -3.179 0.0 0.0 0.0
C 2.301 -3.484 -3.878 0.0 0.0 0.0
C 2.450 -4.500 -4.971 0.0 0.0 0.0
C 3.374 -2.658 -3.517 0.0 0.0 0.0
C 3.250 -1.742 -2.506 0.0 0.1 0.1
C 2.040 -1.610 -1.771 0.4 -0.2 -0.4
N 1.937 -0.735 -0.754 -0.7 0.0 0.6
C 2.912 0.262 -0.564 0.7 0.5 -0.1
C 3.820 0.183 0.503 -0.2 -0.3 -0.2
C 3.843 -1.031 1.386 -0.1 0.0 0.0
C 4.706 1.229 0.710 0.1 0.1 0.0
C 4.712 2.360 -0.095 0.0 0.0 0.0
C 5.661 3.498 0.161 0.0 -0.1 0.0
C 3.816 2.411 -1.156 0.1 0.0 0.0
C 2.926 1.383 -1.414 -0.1 -0.3 0.0
C 1.928 1.498 -2.534 0.1 0.0 0.1
H -2.491 -5.571 -1.531 0.0 0.0 0.0
H -1.359 -5.032 -2.760 0.0 0.0 0.0
H -2.815 -4.088 -2.422 0.0 -0.1 0.0
H -1.975 -3.745 -0.050 0.0 0.1 0.0
H 0.572 -5.087 -1.072 0.0 0.0 0.0
H -0.551 -5.723 0.139 0.0 0.0 0.0
H 0.394 -4.262 0.479 0.0 -0.1 0.0
H -1.679 -2.359 -3.392 0.0 0.0 0.0
H -1.223 0.473 -2.311 0.0 0.0 0.0
H -1.851 0.091 -3.920 0.0 0.0 0.0
H -0.198 -0.368 -3.496 0.0 0.1 0.0
H -3.247 -0.636 -1.428 0.0 0.0 0.0
H -3.484 -2.376 -1.522 -0.1 0.1 0.0
H -3.856 -1.353 -2.922 0.0 0.0 0.0
H 0.264 -3.956 -3.481 0.0 0.0 0.0
H 1.486 -4.928 -5.243 0.0 0.0 0.0
H 3.104 -5.311 -4.643 0.0 0.0 0.0
H 2.898 -4.061 -5.864 0.0 0.0 0.0
H 4.314 -2.741 -4.051 0.0 0.0 0.0
H 4.082 -1.105 -2.232 0.0 0.0 0.0
H 3.851 -1.949 0.796 0.0 0.0 0.0
H 2.945 -1.061 2.002 -0.1 -0.1 0.1
H 4.713 -1.024 2.041 0.0 0.0 0.0
H 5.411 1.162 1.532 0.0 0.0 0.0
H 6.022 3.482 1.189 0.0 0.0 0.0
H 5.170 4.454 -0.024 0.0 0.0 0.0
H 6.530 3.440 -0.499 0.0 0.0 0.0
H 3.795 3.293 -1.787 -0.1 0.0 0.0
H 1.858 2.528 -2.881 0.0 0.0 0.0
H 0.941 1.182 -2.191 0.0 0.0 -0.1
H 2.207 0.869 -3.383 0.0 0.0 0.0
C -4.341 3.209 -2.045 0.0 -0.1 0.1
C -4.784 2.071 -1.128 0.1 0.1 0.0
C -4.013 1.909 0.212 0.0 0.2 -0.2
C -4.048 3.222 1.029 0.0 -0.1 0.2
C -3.681 3.020 2.500 0.0 0.1 -0.2
C -4.787 0.864 0.999 0.0 0.0 0.1
O -5.974 0.959 1.224 0.0 0.0 0.0
N -4.073 -0.207 1.482 0.0 -0.1 0.0
C -2.730 -0.458 1.242 -0.1 0.1 0.0
O -2.211 -1.480 1.705 -0.1 0.1 0.0
N -2.020 0.407 0.500 0.4 -0.1 0.1
C -2.532 1.552 -0.028 -0.2 -0.1 0.2
O -1.830 2.310 -0.677 0.0 0.0 0.0
H -4.910 3.167 -2.976 0.0 0.0 0.0
H -3.283 3.146 -2.279 0.0 0.0 0.0
H -4.529 4.179 -1.583 0.0 0.0 0.0
H -4.735 1.122 -1.671 0.0 0.0 0.0
H -5.829 2.222 -0.856 0.0 -0.1 0.0
H -5.051 3.648 0.956 0.0 0.0 0.0
H -3.342 3.914 0.568 -0.1 0.0 -0.1
H -4.408 2.379 3.002 0.0 0.0 0.0
H -3.665 3.979 3.016 0.0 0.0 0.0
H -2.690 2.571 2.598 0.0 0.0 0.0
H -4.575 -0.894 2.023 0.0 0.0 0.0
```
Forces are in eV/Å.

## Properties
**HOMO (spin up / spin down)**: -6.629 / -7.866 eV
**Spin multiplicity**: 6
**Net charge**: 0


2.
9 unconnected molecules or ions with the total composition C44H52N10OP, computed with ωB97M-V/def2-TZVPD.

Structure (XYZ):
```
108
Properties=species:S:1:pos:R:3:forces:R:3
C 3.981 -0.470 0.576 -0.3 0.1 -0.4
P 3.647 -2.155 -0.199 -0.3 -0.8 1.0
O 3.387 -1.638 -1.812 0.0 0.5 0.2
N 2.216 -2.616 0.495 0.7 0.3 -1.3
C 1.011 -2.505 -0.297 -0.5 -0.1 1.1
C -0.158 -2.005 0.593 0.4 0.2 -0.5
C -1.276 -1.302 -0.173 -0.3 0.1 0.4
N -0.766 -0.206 -1.005 0.1 -0.1 0.4
H 4.843 0.035 0.125 0.0 0.0 0.0
H 3.080 0.157 0.493 0.1 0.0 -0.1
H 4.168 -0.627 1.638 0.1 0.0 0.0
H 3.177 -0.692 -1.810 -0.1 -0.2 0.0
H 0.691 -3.493 -0.687 0.0 0.1 -0.3
H 1.075 -1.819 -1.148 0.1 -0.1 -0.1
H -0.544 -2.829 1.199 -0.1 0.0 0.0
H 0.299 -1.274 1.266 0.0 0.0 0.1
H -1.913 -1.998 -0.739 0.2 -0.1 -0.1
H -1.950 -0.850 0.568 0.0 0.0 -0.1
H -1.462 0.519 -1.105 0.0 -0.2 -0.2
H -0.478 -0.556 -1.912 0.0 0.1 -0.1
N 5.524 -1.382 4.192 0.1 -0.1 0.2
C 6.015 -0.893 5.331 -0.1 0.0 -0.2
C 6.323 -1.667 6.440 0.1 0.0 -0.2
C 6.107 -3.034 6.357 0.0 0.0 0.0
C 5.596 -3.562 5.183 0.0 0.0 0.1
C 5.322 -2.698 4.130 -0.1 0.1 -0.2
H 6.164 0.182 5.348 0.0 0.0 0.0
H 6.716 -1.217 7.337 0.0 0.0 0.1
H 6.336 -3.678 7.199 0.0 0.0 0.0
H 5.411 -4.622 5.079 0.0 0.0 0.0
H 4.920 -3.070 3.193 0.0 0.0 0.0
N 5.794 -1.142 9.592 -0.1 0.0 0.3
C 5.894 -0.117 10.437 0.1 0.0 -0.1
C 5.203 -0.036 11.636 0.0 0.0 0.0
C 4.356 -1.078 11.977 0.0 0.0 0.0
C 4.236 -2.151 11.110 0.0 0.0 0.0
C 4.975 -2.135 9.936 0.1 0.0 -0.2
H 6.564 0.678 10.129 0.0 0.0 0.0
H 5.326 0.822 12.283 0.0 0.0 0.0
H 3.796 -1.053 12.904 0.0 0.0 0.0
H 3.584 -2.984 11.335 0.0 0.0 0.0
H 4.910 -2.953 9.228 0.0 0.0 0.0
N 0.309 -1.895 -3.728 0.0 0.0 -0.3
C 1.424 -1.417 -4.278 -0.1 0.1 0.2
C 2.068 -2.008 -5.353 0.0 -0.1 0.0
C 1.532 -3.171 -5.879 0.0 0.0 0.0
C 0.377 -3.689 -5.314 0.0 0.0 0.0
C -0.195 -3.014 -4.248 0.0 0.0 0.2
H 1.812 -0.512 -3.827 0.1 0.0 0.0
H 2.969 -1.571 -5.760 0.0 0.0 0.0
H 2.008 -3.669 -6.716 0.0 0.0 0.0
H -0.074 -4.597 -5.692 0.0 0.0 0.0
H -1.103 -3.379 -3.781 0.0 0.0 0.0
N -3.743 -1.678 -4.589 0.0 0.1 0.1
C -4.948 -1.637 -4.017 0.1 -0.1 -0.1
C -5.311 -0.707 -3.056 0.0 0.0 0.0
C -4.372 0.233 -2.661 0.0 0.0 0.0
C -3.116 0.205 -3.242 -0.1 0.1 0.0
C -2.852 -0.765 -4.197 0.0 -0.1 -0.2
H -5.653 -2.388 -4.355 -0.1 0.1 0.0
H -6.305 -0.721 -2.629 0.0 0.0 0.0
H -4.615 0.974 -1.910 0.0 0.0 0.0
H -2.352 0.916 -2.962 0.0 0.0 -0.1
H -1.883 -0.822 -4.674 0.0 0.1 0.1
N 1.146 3.021 -2.474 -0.1 0.2 0.1
C 0.787 2.625 -1.250 0.1 -0.2 -0.1
C 0.607 3.492 -0.182 0.0 0.1 0.1
C 0.806 4.845 -0.386 0.0 0.0 0.0
C 1.178 5.277 -1.652 0.0 0.0 0.0
C 1.334 4.330 -2.653 0.0 -0.1 -0.1
H 0.626 1.561 -1.099 0.1 0.0 0.0
H 0.326 3.093 0.784 0.0 0.0 0.1
H 0.676 5.553 0.425 0.0 0.0 0.0
H 1.345 6.327 -1.859 0.0 0.0 0.0
H 1.623 4.628 -3.656 0.0 0.1 0.0
N -0.217 2.329 3.029 0.0 0.0 0.1
C 0.305 2.899 4.114 0.0 0.0 -0.1
C 0.721 2.190 5.228 0.0 0.0 0.0
C 0.594 0.809 5.215 0.0 0.0 0.0
C 0.058 0.199 4.094 0.0 0.0 0.1
C -0.332 1.001 3.033 -0.1 0.1 -0.2
H 0.395 3.980 4.079 0.0 0.0 0.1
H 1.143 2.705 6.081 0.0 0.0 0.0
H 0.916 0.217 6.062 0.0 0.0 0.0
H -0.049 -0.875 4.034 0.0 0.0 -0.1
H -0.746 0.562 2.132 0.0 -0.1 0.0
N -2.905 6.649 -4.733 0.0 0.0 0.1
C -2.072 6.063 -3.871 0.0 0.0 -0.2
C -2.153 6.215 -2.495 -0.1 0.0 0.1
C -3.155 7.023 -1.983 0.0 0.0 0.0
C -4.030 7.641 -2.862 0.0 0.0 0.0
C -3.862 7.420 -4.220 0.0 0.0 -0.1
H -1.301 5.440 -4.313 0.0 0.0 0.1
H -1.450 5.713 -1.846 0.0 0.0 0.0
H -3.253 7.167 -0.914 0.0 0.0 0.0
H -4.827 8.279 -2.504 0.0 0.0 0.0
H -4.527 7.882 -4.943 0.0 0.0 0.0
N -7.813 -2.571 -6.065 0.0 -0.1 -0.1
C -7.255 -2.118 -7.186 0.0 0.1 0.1
C -7.372 -2.752 -8.414 0.0 0.0 0.0
C -8.107 -3.924 -8.481 0.0 0.0 0.0
C -8.693 -4.411 -7.324 0.0 0.0 0.0
C -8.516 -3.699 -6.148 0.0 0.1 0.1
H -6.683 -1.201 -7.087 0.0 0.0 0.0
H -6.896 -2.338 -9.292 0.0 0.0 0.0
H -8.220 -4.451 -9.420 0.0 0.0 0.0
H -9.273 -5.324 -7.330 0.0 0.0 0.0
H -8.956 -4.044 -5.219 0.0 0.0 0.0
```
Forces are in eV/Å.

## Properties
**HOMO**: -1.803 eV
**Relative energy (zero: lowest compared OMol25 entry of this formula, charge and spin)**: 8.61 kcal/mol
**Net charge**: -1


The evaluated electronic energy for the records listed, in turn: -78335.6239, -72707.6086 eV.
The evaluated maximum force for the records listed, in turn: 1.18, 1.50 eV Å⁻¹.